# 1
{
  "formula": "C10H17ClSi",
  "method": "ωB97M-V/def2-TZVPD",
  "lumo_energy_ev": 0.76,
  "total_charge": 0,
  "relative_energy_ev": 0.684,
  "gap_ev": 8.81,
  "mol_weight_da": 200.785,
  "smiles": "CC1=C[C@](C)([Si](C)(C)Cl)C(C)=C1",
  "species": ["C", "C", "C", "C", "C", "Si", "C", "C", "Cl", "C", "C", "C", "H", "H", "H", "H", "H", "H", "H", "H", "H", "H", "H", "H", "H", "H", "H", "H", "H"],
  "coordinates": [[-1.16189, -2.56176, -2.26396], [-0.91162, -1.52081, -1.22963], [-0.52983, -0.23391, -1.35092], [-0.50204, 0.40180, 0.02037], [-1.17797, 1.78288, 0.04655], [1.41884, 0.50237, 0.22968], [1.91697, 1.57712, 1.79577], [2.68319, 1.02809, -1.07850], [2.11785, -1.34801, 0.79074], [-0.95616, -0.64339, 0.90946], [-1.66518, -0.31204, 2.14331], [-1.07944, -1.76830, 0.17654], [-0.26010, -2.95591, -2.77783], [-1.69849, -1.99879, -3.19099], [-1.63335, -3.35551, -1.84643], [-0.45386, 0.19356, -2.28932], [-0.89863, 2.20543, -0.95024], [-0.78896, 2.38547, 0.83367], [-2.25711, 1.80249, 0.15341], [1.61072, 0.97418, 2.59551], [2.93558, 1.86307, 1.82231], [1.38889, 2.50584, 1.86403], [2.70435, 2.10768, -1.28217], [3.65976, 0.61895, -0.91033], [2.63260, 0.36375, -2.07275], [-1.21020, 0.39053, 2.70726], [-1.56177, -1.20450, 2.63836], [-2.77288, -0.07601, 1.99464], [-1.54925, -2.72428, 0.52146]]
}



# 2
{
  "formula": "C5H8N2",
  "method": "ωB97M-V/def2-TZVPD",
  "lumo_energy_ev": 1.01,
  "total_charge": 0,
  "relative_energy_ev": 3.885,
  "gap_ev": 9.27,
  "mol_weight_da": 96.133,
  "smiles": "C/N=C/N1C=C1C",
  "species": ["C", "N", "C", "N", "C", "C", "C", "H", "H", "H", "H", "H", "H", "H", "H"],
  "coordinates": [[0.92721, 1.25166, -2.38472], [-0.03972, 0.79594, -1.40800], [0.14145, -0.34883, -0.90175], [-0.79799, -0.96060, -0.03925], [-1.68724, 0.01509, 0.66172], [-0.79742, -0.53232, 1.39523], [-0.06996, -0.92145, 2.61155], [1.35681, 2.20507, -2.05873], [1.75104, 0.54120, -2.56169], [0.42234, 1.43496, -3.33991], [0.98619, -1.00471, -1.15856], [-2.54724, 0.61105, 0.41664], [-0.10199, -2.01041, 2.72468], [0.98108, -0.61992, 2.55286], [-0.52455, -0.45671, 3.48993]]
}



# 3
{
  "formula": "C27H69Cl18O28P7",
  "method": "ωB97M-V/def2-TZVPD",
  "lumo_energy_ev": 0.23,
  "total_charge": 0,
  "relative_energy_ev": 0.000,
  "gap_ev": 10.17,
  "mol_weight_da": 1696.793,
  "species": ["C", "Cl", "Cl", "Cl", "H", "C", "Cl", "Cl", "Cl", "H", "C", "Cl", "Cl", "Cl", "H", "C", "Cl", "Cl", "Cl", "H", "C", "Cl", "Cl", "Cl", "H", "C", "Cl", "Cl", "Cl", "H", "C", "O", "P", "O", "O", "C", "O", "C", "H", "H", "H", "H", "H", "H", "H", "H", "H", "C", "O", "P", "O", "O", "C", "O", "C", "H", "H", "H", "H", "H", "H", "H", "H", "H", "C", "O", "P", "O", "O", "C", "O", "C", "H", "H", "H", "H", "H", "H", "H", "H", "H", "C", "O", "P", "O", "O", "C", "O", "C", "H", "H", "H", "H", "H", "H", "H", "H", "H", "C", "O", "P", "O", "O", "C", "O", "C", "H", "H", "H", "H", "H", "H", "H", "H", "H", "C", "O", "P", "O", "O", "C", "O", "C", "H", "H", "H", "H", "H", "H", "H", "H", "H", "C", "O", "P", "O", "O", "C", "O", "C", "H", "H", "H", "H", "H", "H", "H", "H", "H"],
  "coordinates": [[-31.73416, -4.43254, 4.66305], [-32.48767, -2.83353, 4.97433], [-29.99006, -4.38447, 4.73098], [-32.26597, -5.11241, 3.14499], [-32.13615, -5.08766, 5.45354], [-28.08582, 0.84617, 4.91796], [-26.42108, 0.37608, 4.51730], [-29.25792, -0.38863, 5.32964], [-28.84984, 1.82267, 3.62588], [-27.94073, 1.43090, 5.78865], [-25.87657, 6.62355, 0.98106], [-26.31980, 5.08869, 0.29872], [-24.80189, 6.59431, 2.44845], [-27.39016, 7.39930, 1.30813], [-25.37539, 7.21338, 0.25053], [-30.54799, 6.83477, 5.10127], [-32.07220, 6.78400, 6.02232], [-29.96609, 5.25318, 4.56597], [-29.21383, 7.64007, 5.95299], [-30.71027, 7.44457, 4.23996], [-28.09220, -3.14016, 0.39950], [-29.77078, -3.71128, 0.25539], [-27.78582, -2.03650, 1.68608], [-27.39042, -2.35689, -1.07455], [-27.44801, -3.96582, 0.47207], [-32.91122, -1.64177, 8.61920], [-32.02194, -2.69225, 9.72571], [-32.08859, -0.09538, 8.29586], [-34.49332, -1.33216, 9.35069], [-32.98889, -2.09866, 7.62275], [-26.44722, 4.77108, 5.40832], [-25.22583, 3.98787, 5.07287], [-24.18097, 3.49824, 6.15141], [-24.55220, 2.76199, 7.35972], [-23.06250, 2.69895, 5.33327], [-22.05167, 3.38165, 4.55329], [-23.61730, 4.93844, 6.52326], [-22.72141, 5.19503, 7.59161], [-27.21046, 4.06116, 5.68268], [-26.52796, 5.47814, 4.58360], [-26.27323, 5.32853, 6.31249], [-21.10000, 3.65409, 5.05473], [-22.44943, 4.29685, 4.06483], [-21.87856, 2.68280, 3.69992], [-21.65201, 5.27045, 7.24570], [-22.73997, 4.47302, 8.41294], [-23.01054, 6.16423, 8.00167], [-33.03705, 1.64271, -0.38888], [-31.65768, 1.36331, -0.26860], [-30.72184, 1.63421, -1.43698], [-30.46932, 3.05107, -1.78770], [-29.45645, 0.78450, -0.99666], [-28.24041, 1.38429, -0.43957], [-31.22705, 0.80023, -2.69257], [-31.21840, -0.57671, -2.60715], [-33.44916, 0.84351, -1.03372], [-33.29119, 2.66219, -0.60671], [-33.48473, 1.44626, 0.56479], [-28.39591, 1.76365, 0.57485], [-27.80911, 2.11792, -1.10732], [-27.56860, 0.47971, -0.45959], [-30.21763, -0.92963, -2.51362], [-31.63576, -1.05647, -3.52589], [-31.77301, -0.98533, -1.75884], [-26.33176, 4.08410, 9.36625], [-27.73165, 4.11970, 9.51600], [-28.72390, 3.31521, 8.54652], [-28.08671, 2.69288, 7.38349], [-29.48427, 2.31870, 9.50600], [-28.56928, 1.52934, 10.38973], [-29.88574, 4.36600, 8.14695], [-30.68856, 4.83637, 9.26766], [-26.03714, 4.87195, 8.60020], [-26.04941, 3.14759, 8.89849], [-25.81434, 4.29419, 10.31234], [-29.14219, 0.71956, 10.80351], [-27.99925, 2.10959, 11.08720], [-27.88141, 1.07974, 9.68038], [-31.71387, 4.39116, 9.22714], [-30.69433, 5.93210, 9.02729], [-30.17426, 4.80718, 10.22402], [-34.87450, -0.24409, 5.83490], [-33.83050, -0.12269, 4.92634], [-33.79969, 0.99215, 3.80144], [-34.80504, 0.83532, 2.78188], [-33.78836, 2.36786, 4.57267], [-32.70547, 2.67229, 5.45943], [-32.31243, 0.87115, 3.24574], [-31.87042, -0.42702, 2.61191], [-35.85927, -0.21519, 5.29561], [-34.91289, 0.46522, 6.63609], [-34.71455, -1.24233, 6.26551], [-33.07007, 3.28378, 6.24374], [-31.93125, 3.13167, 4.86292], [-32.28688, 1.76462, 5.96131], [-32.73727, -0.92378, 2.21854], [-31.30078, -0.99326, 3.33928], [-31.14887, -0.17397, 1.83223], [-24.25221, -2.40684, 3.34127], [-23.79942, -1.04932, 3.31038], [-23.48590, -0.19647, 2.01970], [-22.64271, 0.98197, 2.33162], [-22.94180, -1.38587, 1.09925], [-21.84768, -1.11735, 0.24047], [-24.84544, 0.14055, 1.29817], [-25.10481, 1.47596, 0.97274], [-25.30090, -2.51515, 3.31988], [-23.90273, -2.72611, 4.29853], [-23.84511, -2.81601, 2.43128], [-21.65973, -0.01681, 0.23845], [-22.04730, -1.48262, -0.82245], [-20.97527, -1.51104, 0.72762], [-24.60213, 2.26074, 1.50391], [-26.17254, 1.56849, 1.19309], [-24.98123, 1.64119, -0.09636], [-24.43071, -0.46039, 7.51173], [-24.81586, -1.86913, 7.20666], [-25.67993, -2.62844, 8.28161], [-25.50059, -2.33054, 9.70501], [-27.16698, -2.33568, 7.75823], [-28.19594, -3.23027, 8.43858], [-25.45022, -4.12662, 7.84127], [-24.25184, -4.89465, 8.14776], [-23.67317, -0.21459, 6.78987], [-24.01797, -0.40446, 8.52781], [-25.31222, 0.19289, 7.38832], [-27.93852, -4.23512, 8.32538], [-29.08864, -2.97986, 7.89840], [-28.37373, -2.97361, 9.47073], [-24.22619, -4.94506, 9.22194], [-23.23102, -4.43393, 8.03691], [-24.25846, -5.84929, 7.70399], [-33.67524, 8.01116, -0.43482], [-34.23473, 6.95369, 0.37712], [-34.10452, 5.43526, -0.05958], [-33.68214, 5.34472, -1.44196], [-33.15315, 4.75903, 1.05010], [-31.83696, 5.22220, 1.33356], [-35.40711, 4.62458, 0.23058], [-35.91536, 4.59689, 1.59605], [-32.62824, 7.80119, -0.80840], [-33.59896, 8.94064, 0.16103], [-34.38313, 8.14730, -1.26214], [-31.94222, 6.21443, 1.77086], [-31.32801, 5.20113, 0.38341], [-31.35318, 4.53610, 2.03388], [-35.67175, 5.57334, 2.02825], [-35.52270, 3.77793, 2.16193], [-37.01148, 4.47550, 1.47338]]
}



# 4
{
  "formula": "C2H6IN2",
  "method": "ωB97M-V/def2-TZVPD",
  "lumo_energy_ev": -5.30,
  "total_charge": 1,
  "relative_energy_ev": 2.112,
  "gap_ev": 9.06,
  "mol_weight_da": 184.988,
  "smiles": "NC/C=[NH+]/I",
  "species": ["N", "C", "C", "N", "I", "H", "H", "H", "H", "H", "H"],
  "coordinates": [[-0.10036, -1.41810, -0.08726], [-0.82479, -0.29789, 0.47629], [-0.13853, 0.95587, 0.11946], [1.12977, 0.88203, -0.53520], [2.21725, 2.50634, -1.06023], [-0.64778, -1.69410, -0.90310], [-0.24416, -2.22912, 0.49547], [-1.81324, -0.18884, 0.34301], [-0.56307, -0.45548, 1.43332], [-0.45036, 2.05816, 0.31534], [1.43527, -0.11886, -0.59709]]
}



# 5
{
  "formula": "C10H16",
  "method": "ωB97M-V/def2-TZVPD",
  "lumo_energy_ev": 1.00,
  "total_charge": 0,
  "relative_energy_ev": 1.770,
  "gap_ev": 10.00,
  "mol_weight_da": 136.238,
  "smiles": "Cc1ccccc1.CCC",
  "species": ["C", "C", "C", "C", "C", "C", "C", "H", "H", "H", "H", "H", "H", "H", "H", "C", "C", "C", "H", "H", "H", "H", "H", "H", "H", "H"],
  "coordinates": [[2.12312, 1.89467, 0.18687], [1.02195, 1.47304, -0.64706], [-0.18986, 2.11441, -0.67032], [-1.25812, 1.64395, -1.51848], [-1.01766, 0.64416, -2.43230], [0.19261, -0.07805, -2.36309], [1.16571, 0.22568, -1.40260], [2.03328, 2.26256, 1.24713], [2.76505, 2.71531, -0.31376], [2.98564, 1.12269, 0.24842], [-0.32116, 3.05448, -0.13946], [-2.13819, 2.12461, -1.41919], [-1.92957, 0.41794, -2.93399], [0.17240, -0.97779, -2.89738], [2.06474, -0.29078, -1.34584], [-1.46753, -2.79339, 1.55068], [-0.60190, -1.57101, 0.95306], [0.01024, -0.62093, 1.96638], [-2.24517, -2.50188, 2.24012], [-0.90075, -3.50835, 2.13583], [-1.76498, -3.37345, 0.69197], [0.18527, -1.85296, 0.24251], [-1.37832, -1.09026, 0.25346], [-0.67220, 0.02253, 2.51866], [0.63670, -1.15413, 2.60335], [0.52871, 0.09694, 1.24502]]
}



# 6
{
  "formula": "C4H9NO2",
  "method": "ωB97M-V/def2-TZVPD",
  "lumo_energy_ev": 0.51,
  "total_charge": 0,
  "relative_energy_ev": 4.575,
  "gap_ev": 10.51,
  "mol_weight_da": 103.121,
  "smiles": "C[C@@H](CO)N1CO1",
  "species": ["C", "C", "C", "O", "N", "C", "O", "H", "H", "H", "H", "H", "H", "H", "H", "H"],
  "coordinates": [[-1.16652, 1.14328, -0.25144], [-0.40365, 0.12820, 0.62112], [-0.67528, -1.29887, 0.17258], [0.03303, -2.24227, 0.92497], [1.06626, 0.31291, 0.67512], [1.68718, 0.69620, -0.52255], [2.09648, -0.57943, -0.27233], [-0.94983, 2.18779, 0.00349], [-2.24449, 0.99360, -0.10910], [-0.96743, 1.00691, -1.31956], [-0.73322, 0.25695, 1.66540], [-1.74067, -1.50307, 0.29323], [-0.42179, -1.34762, -0.89852], [0.97328, -2.07878, 0.75333], [2.33212, 1.52836, -0.29217], [1.11452, 0.79585, -1.44356]]
}



# 7
{
  "formula": "C4H9NO3S",
  "method": "ωB97M-V/def2-TZVPD",
  "lumo_energy_ev": -1.96,
  "total_charge": 0,
  "relative_energy_ev": 8.958,
  "gap_ev": 3.70,
  "mol_weight_da": 151.187,
  "species": ["C", "C", "C", "N", "C", "S", "O", "O", "H", "H", "H", "H", "H", "H", "O", "H", "H", "H"],
  "coordinates": [[2.36471, 2.00141, -0.16648], [1.50773, 1.16550, 0.10502], [0.26642, 0.37021, 0.51922], [0.57503, -1.05790, 0.07006], [-1.02695, 0.76936, -0.31546], [-1.54778, 2.51772, -0.15777], [-0.48844, 3.49149, -0.44103], [-2.19426, 2.75407, 1.15393], [3.24642, 2.68617, -0.13948], [-0.36562, -1.46345, -0.11300], [1.01252, -1.01432, -0.87418], [-0.86364, 0.43365, -1.39996], [-1.88723, 0.13023, 0.07087], [-2.54424, 2.73740, -1.11695], [0.38593, -3.97498, 0.52457], [-0.12928, -4.24363, 1.31302], [1.29755, -4.33218, 0.55401], [0.39112, -2.97075, 0.41360]]
}



# 8
{
  "formula": "C8H9O3",
  "method": "ωB97M-V/def2-TZVPD",
  "lumo_energy_ev": 3.59,
  "total_charge": -1,
  "relative_energy_ev": 1.680,
  "gap_ev": 6.59,
  "mol_weight_da": 153.157,
  "smiles": "CC1(C)[C@@H]2C(=O)C(O)=C([O-])[C@@H]21",
  "species": ["C", "C", "C", "C", "C", "O", "C", "O", "C", "O", "C", "H", "H", "H", "H", "H", "H", "H", "H", "H"],
  "coordinates": [[-1.20225, -1.14099, -0.16287], [-0.05227, -0.41322, -0.81930], [0.21915, -0.91236, -2.22623], [1.15088, 0.03545, -0.02210], [0.99952, 0.09884, 1.48100], [1.62915, -0.60243, 2.30343], [0.03844, 1.07800, 1.76761], [-0.32068, 1.32804, 3.10315], [-0.50203, 1.70030, 0.62840], [-1.35790, 2.58854, 0.50417], [0.19696, 1.05440, -0.56565], [-2.10661, -1.03561, -0.76330], [-1.39348, -0.73173, 0.82487], [-0.97067, -2.20245, -0.06298], [-0.65621, -0.75996, -2.85888], [0.44952, -1.97861, -2.21468], [1.06001, -0.38411, -2.67151], [2.13993, -0.13815, -0.42802], [0.25468, 0.72169, 3.59206], [0.42386, 1.69438, -1.40916]]
}



no.,maximum force (eV Å⁻¹)
1,5.6
2,0.5
3,3.9
4,6.8
5,5.4
6,1.9
7,3.5
8,0.9